Record 1
# C14H16Br3CaCsF5MgN3O12S

C14H16Br3CaCsF5MgN3O12S as an isolated structure (ωB97M-V with the def2-TZVPD basis set, the OMol25 dataset).

**Relative energy (zero: lowest compared OMol25 entry of this formula, charge and spin)**: 0.000 eV

Geometry as ORCA input:
```
! wB97M-V def2-TZVPD RIJCOSX def2/J DEFGRID3
* xyz 0 1
O -2.600 2.518 7.012
N -2.988 2.225 5.975
O -1.850 1.865 5.068
C -1.638 0.489 5.133
C -2.781 -0.458 4.808
C -2.031 -1.780 5.177
C -0.643 -1.419 4.562
O 0.241 -2.186 4.367
N -0.561 -0.005 4.290
H -1.295 0.246 6.149
H -3.742 -0.283 5.266
H -2.839 -0.557 3.726
H -1.940 -1.792 6.261
H -2.539 -2.640 4.758
H -0.776 0.188 3.314
Mg -5.220 -1.676 5.264
C 2.159 -4.661 2.993
O 1.131 -5.321 2.761
O 2.591 -3.780 2.190
O 2.886 -4.800 4.024
F 4.494 -5.335 2.002
Cs -4.370 -2.294 2.043
Ca 5.983 -6.483 1.761
C -2.534 3.010 -2.513
C -3.511 2.578 -3.401
C -4.796 2.318 -2.951
C -5.074 2.500 -1.609
C -4.120 2.946 -0.712
C -2.844 3.200 -1.174
N -6.410 2.178 -1.090
O -7.232 1.712 -1.848
O -6.579 2.326 0.108
H -1.512 3.178 -2.839
H -3.266 2.427 -4.443
H -5.559 1.961 -3.626
H -4.366 3.076 0.330
H -2.079 3.533 -0.485
C 2.538 2.756 -3.088
Br 3.490 4.444 -2.931
Br 0.753 2.870 -2.316
Br 2.479 2.127 -4.893
H 3.071 2.016 -2.509
F 4.807 5.992 -3.508
C 6.591 1.017 -6.233
F 7.044 0.875 -7.489
F 5.363 0.467 -6.186
F 7.385 0.279 -5.436
S 6.560 2.785 -5.716
O 5.665 3.374 -6.679
O 7.944 3.171 -5.828
O 6.050 2.692 -4.364
C 0.954 -6.116 -0.481
O 1.822 -5.529 -1.450
H 0.260 -6.777 -0.996
H 1.531 -6.693 0.244
H 0.392 -5.341 0.042
H 2.422 -4.944 -0.977
*
```

For reference, the Mulliken charges in units of e are:
1 O -0.220
2 N 0.244
3 O -0.316
4 C -0.269
5 C -0.144
6 C -0.357
7 C 0.420
8 O -0.457
9 N -0.384
10 H 0.382
11 H -0.002
12 H 0.073
13 H 0.322
14 H 0.411
15 H 0.302
16 Mg -0.216
17 C 0.886
18 O -0.555
19 O -0.474
20 O -0.550
21 F -0.495
22 Cs 1.209
23 Ca 1.511
24 C -0.250
25 C -0.723
26 C -0.344
27 C 0.085
28 C -0.359
29 C -0.244
30 N 1.030
31 O -0.604
32 O -0.631
33 H 0.199
34 H 0.401
35 H 0.466
36 H 0.495
37 H 0.402
38 C -0.272
39 Br 0.248
40 Br -0.085
41 Br -0.002
42 H 0.316
43 F -0.558
44 C 0.595
45 F -0.242
46 F -0.232
47 F -0.255
48 S 1.168
49 O -0.656
50 O -0.670
51 O -0.596
52 C -0.428
53 O -0.541
54 H 0.291
55 H 0.182
56 H 0.182
57 H 0.310

***

Record 2
# C3H3F3O

C3H3F3O in the gas phase (ωB97M-V with the def2-TZVPD basis set, the OMol25 dataset).

**Relative energy (zero: lowest compared OMol25 entry of this formula, charge and spin)**: 3.191 eV

Geometry as ORCA input:
```
! wB97M-V def2-TZVPD RIJCOSX def2/J DEFGRID3
* xyz 0 1
C 0.093 0.257 -0.520
C 1.155 -0.116 2.009
C -0.889 -0.411 -1.400
O 0.205 0.043 0.699
F 0.913 1.131 -1.111
F 0.230 -0.252 2.955
F 1.728 1.074 2.194
H -1.895 -0.091 -1.123
H -0.844 -1.491 -1.267
H -0.697 -0.144 -2.437
*
```

For reference, the natural (NBO) charges in units of e are:
1 C 0.908
2 C 0.550
3 C -0.737
4 O -0.489
5 F -0.296
6 F -0.356
7 F -0.361
8 H 0.265
9 H 0.267
10 H 0.248

***

Record 3
# C5H26N4O8

A 8-piece molecular cluster, C5H26N4O8 overall (ωB97M-V with the def2-TZVPD basis set, the OMol25 dataset).

**SMILES string**: NC(N)=O.NC(N)=O.CC(C)O.O.O.O.O.O
**Total energy**: -1027.04396 a.u.

Geometry as ORCA input:
```
! wB97M-V def2-TZVPD RIJCOSX def2/J DEFGRID3
* xyz 0 1
N 2.966 1.045 -4.059
C 2.645 0.280 -3.072
N 1.822 0.943 -2.313
O 3.030 -0.822 -2.887
H 3.566 0.659 -4.773
H 2.667 1.998 -4.211
H 1.577 1.922 -2.348
H 1.563 0.399 -1.502
N 2.438 -3.667 -2.256
C 2.287 -3.505 -1.005
N 2.487 -2.322 -0.652
O 1.966 -4.413 -0.272
H 2.110 -4.542 -2.640
H 2.477 -2.891 -2.901
H 2.726 -1.645 -1.362
H 2.267 -2.017 0.285
C -3.365 1.361 0.241
C -4.346 1.311 1.418
C -3.878 2.076 2.644
O -5.550 1.750 0.960
H -3.651 0.746 -0.613
H -2.431 0.957 0.631
H -2.971 2.346 -0.012
H -4.491 0.246 1.599
H -4.372 1.674 3.528
H -3.969 3.159 2.568
H -2.824 1.854 2.808
H -5.307 2.597 0.580
O 1.183 0.449 3.026
H 1.277 0.153 3.931
H 0.395 0.992 3.031
O 1.955 -2.553 2.554
H 2.241 -2.230 3.408
H 1.017 -2.366 2.528
O 0.427 2.775 0.769
H 0.392 3.272 1.586
H 1.360 2.711 0.567
O 0.296 -0.121 0.203
H 0.322 -0.244 1.152
H 0.217 0.826 0.086
O -0.868 -2.110 -1.077
H -0.432 -1.559 -0.428
H -1.220 -1.493 -1.719
*
```

For reference, the natural (NBO) charges in units of e are:
1 N -0.815
2 C 0.771
3 N -0.848
4 O -0.671
5 H 0.400
6 H 0.389
7 H 0.391
8 H 0.413
9 N -0.822
10 C 0.737
11 N -0.831
12 O -0.712
13 H 0.390
14 H 0.393
15 H 0.400
16 H 0.402
17 C -0.648
18 C 0.089
19 C -0.632
20 O -0.691
21 H 0.228
22 H 0.205
23 H 0.199
24 H 0.176
25 H 0.222
26 H 0.207
27 H 0.191
28 H 0.452
29 O -0.944
30 H 0.478
31 H 0.469
32 O -0.916
33 H 0.457
34 H 0.464
35 O -0.956
36 H 0.483
37 H 0.481
38 O -0.971
39 H 0.495
40 H 0.492
41 O -0.954
42 H 0.484
43 H 0.452

***

Record 4
# C4H8ClFN3

C4H8ClFN3 as an isolated structure (ωB97M-V with the def2-TZVPD basis set, the OMol25 dataset).

**Relative energy (zero: lowest compared OMol25 entry of this formula, charge and spin)**: 1.648 eV

Geometry as ORCA input:
```
! wB97M-V def2-TZVPD RIJCOSX def2/J DEFGRID3
* xyz 1 1
C 0.177 -1.392 -0.453
C -0.636 -0.582 0.740
C -0.103 0.806 0.750
C -0.814 1.985 0.211
N 1.009 -0.669 -1.097
N -0.044 -2.641 -0.754
N 1.264 0.595 -0.668
F -0.522 -1.293 1.867
Cl 2.994 0.966 -0.081
H -1.733 -0.793 0.388
H 0.488 1.092 1.548
H -0.155 2.853 0.221
H -1.561 2.326 1.037
H -1.237 2.034 -0.779
H -0.711 -3.295 -0.380
H 0.597 -3.288 -1.165
H 0.988 1.298 -1.387
*
```

For reference, the natural (NBO) charges in units of e are:
1 C 0.486
2 C 0.097
3 C 0.050
4 C -0.701
5 N -0.360
6 N -0.747
7 N -0.257
8 F -0.307
9 Cl 0.177
10 H 0.230
11 H 0.246
12 H 0.252
13 H 0.285
14 H 0.250
15 H 0.431
16 H 0.437
17 H 0.430